[1]
Formula: C25H33N3O3PRu
Source: the Open Molecules 2025 dataset
Level of theory: the ωB97M-V functional and the def2-TZVPD basis

Calculated values
* HOMO-LUMO gap (spin up / spin down): 7.152 / 8.005 eV
* spin multiplicity: 5
* total charge: +1
* expectation value of S²: 6.012
* total energy: -1798.38760 Eh

Element x y z (Å)
Ru 0.514 0.274 -0.067
C 0.143 0.955 2.989
N 1.003 0.033 2.229
C 0.768 -1.335 2.708
C 2.416 0.414 2.400
C 3.307 -0.262 1.374
N 2.897 0.052 -0.003
C 3.429 -0.950 -0.939
C 3.371 1.383 -0.408
H 0.368 0.903 4.061
H -0.902 0.687 2.835
H 0.296 1.972 2.632
H 1.053 -1.434 3.762
H 1.333 -2.053 2.115
H -0.289 -1.572 2.603
H 2.760 0.158 3.410
H 2.478 1.500 2.308
H 3.265 -1.345 1.499
H 4.352 0.031 1.540
H 4.524 -0.963 -0.909
H 3.087 -0.715 -1.944
H 3.054 -1.936 -0.663
H 4.466 1.431 -0.388
H 2.977 2.148 0.262
H 3.026 1.586 -1.422
O -0.087 -0.145 -4.184
C 0.018 -0.492 -3.027
O 0.806 0.100 -2.165
C -0.829 -1.665 -2.506
P -0.860 -1.747 -0.687
C -1.675 -3.289 -0.202
C -1.029 -4.171 0.657
C -1.653 -5.348 1.050
C -2.920 -5.648 0.578
C -3.570 -4.775 -0.287
C -2.952 -3.599 -0.674
C -2.106 -0.476 -0.221
C -2.723 -0.550 1.035
C -3.615 0.425 1.440
C -3.913 1.494 0.599
C -3.332 1.566 -0.655
C -2.437 0.586 -1.067
H -0.406 -2.592 -2.900
H -1.832 -1.576 -2.928
H -0.032 -3.944 1.014
H -1.146 -6.032 1.718
H -3.407 -6.566 0.880
H -4.559 -5.012 -0.658
H -3.469 -2.914 -1.336
H -2.521 -1.396 1.683
H -4.093 0.349 2.408
H -4.613 2.254 0.918
H -3.580 2.378 -1.326
H -2.016 0.646 -2.063
O 0.059 2.406 0.095
N 0.494 3.320 -0.779
C 0.959 4.475 -0.269
C 1.390 5.478 -1.106
C 1.346 5.290 -2.480
C 0.868 4.088 -2.974
C 0.436 3.108 -2.104
H 0.945 4.529 0.808
H 1.754 6.397 -0.670
H 1.682 6.068 -3.150
H 0.825 3.882 -4.034
H 0.095 2.135 -2.416

***

[2]
Formula: C7H13N
Source: the Open Molecules 2025 dataset
Level of theory: the ωB97M-V functional and the def2-TZVPD basis

Calculated values
* SMILES string: C=C/C=C/C[C@H](C)N
* HOMO-LUMO gap: 9.314 eV
* spin multiplicity: 1
* total energy: -329.15756 Eh

Element x y z (Å)
C -1.713 -1.619 0.483
C -0.544 -1.192 1.335
C -0.168 0.402 1.218
C -0.122 0.723 -0.186
C 1.011 1.022 -0.867
C 0.931 1.436 -2.290
C 2.076 1.732 -2.998
N -0.790 -1.611 2.709
H -1.235 -1.645 -0.537
H -2.542 -0.836 0.261
H -2.358 -2.644 0.505
H 0.438 -1.653 0.961
H 0.921 0.411 1.584
H -0.763 1.001 1.898
H -1.183 0.784 -0.613
H 1.916 0.859 -0.445
H -0.087 1.737 -2.709
H 3.176 1.621 -2.710
H 2.105 2.197 -4.088
H -1.168 -0.852 3.223
H 0.099 -1.872 3.267

***

[3]
Formula: FeITi
Source: the Open Molecules 2025 dataset
Level of theory: the ωB97M-V functional and the def2-TZVPD basis

Calculated values
* HOMO-LUMO gap (spin up / spin down): 5.927 / 5.698 eV
* spin multiplicity: 9
* total charge: +3
* expectation value of S²: 20.024
* total energy: -2409.35004 Eh

Element x y z (Å)
Fe -1.613 -1.709 1.478
Ti 1.770 1.386 -1.719
I -0.156 0.324 0.241

***

[4]
Formula: C49H54FMoN6O7SSiTe
Source: the Open Molecules 2025 dataset
Level of theory: the ωB97M-V functional and the def2-TZVPD basis

Calculated values
* HOMO-LUMO gap (spin up / spin down): 5.200 / 5.307 eV
* spin multiplicity: 2
* total charge: -2
* expectation value of S²: 0.765
* total energy: -3878.80498 Eh

Element x y z (Å)
Mo 0.071 0.262 -0.333
N -2.230 -2.164 0.573
C -1.803 -2.866 -0.627
C -1.952 -1.973 -1.854
O -2.710 -2.345 -2.768
N -1.226 -0.850 -1.872
C -1.393 -0.113 -3.110
C -0.387 1.026 -3.196
O -0.186 1.604 -4.253
O 0.213 1.307 -2.084
H -2.026 -2.714 1.402
H -3.229 -1.988 0.541
H -2.368 -3.789 -0.815
H -0.744 -3.115 -0.532
H -2.403 0.317 -3.188
H -1.259 -0.780 -3.968
C -5.246 -0.358 4.936
C -5.543 0.708 3.880
C -6.893 0.425 3.221
C -7.224 1.560 2.265
C -6.105 1.721 1.273
C -6.373 2.252 0.022
C -5.348 2.402 -0.897
F -5.648 2.918 -2.106
C -4.064 2.028 -0.612
C -3.780 1.479 0.644
C -2.447 1.059 0.950
O -1.510 1.118 0.098
C -2.207 0.542 2.243
C -3.219 0.481 3.149
N -4.504 0.795 2.850
C -4.803 1.330 1.604
C -0.853 0.004 2.614
O -0.577 -0.157 3.801
O -0.077 -0.330 1.650
H -6.157 -0.546 5.503
H -4.479 -0.035 5.638
H -4.923 -1.286 4.463
H -5.622 1.680 4.384
H -7.658 0.336 3.995
H -6.849 -0.520 2.674
H -7.349 2.488 2.834
H -8.162 1.364 1.742
H -7.381 2.549 -0.235
H -3.259 2.161 -1.321
H -2.997 0.143 4.148
C 1.640 2.361 2.510
Si 1.753 1.978 0.633
C 1.754 3.679 -0.254
C 3.566 1.402 0.297
H 0.798 3.028 2.690
H 2.539 2.870 2.864
H 1.490 1.464 3.112
H 2.759 4.110 -0.224
H 1.071 4.365 0.243
H 1.453 3.595 -1.299
H 4.296 2.053 0.783
H 3.754 1.425 -0.779
H 3.751 0.382 0.635
C -2.862 6.622 5.318
C -1.799 6.237 4.322
C -0.464 6.594 4.517
C 0.417 6.175 3.530
N 0.054 5.467 2.481
C -1.258 5.136 2.371
S -1.760 4.198 1.046
N -2.196 5.537 3.276
H -2.794 7.684 5.564
H -2.728 6.045 6.236
H -3.840 6.398 4.900
H -0.140 7.165 5.377
H 1.476 6.425 3.585
C -0.709 -8.918 4.601
C -0.175 -7.710 3.878
C 0.065 -7.750 2.513
C 0.556 -6.642 1.827
C 0.839 -6.779 0.352
C 0.817 -5.448 2.512
Te 1.618 -3.698 1.441
N 1.479 -0.792 -0.629
C 2.532 -1.569 -0.865
O 3.128 -2.306 -0.036
C 3.035 -1.570 -2.270
C 3.994 -2.500 -2.663
C 4.424 -2.549 -3.977
C 3.904 -1.661 -4.911
C 2.962 -0.720 -4.518
C 2.531 -0.666 -3.204
C 3.401 -3.953 2.578
C 3.918 -5.232 2.750
C 5.043 -5.447 3.531
C 5.674 -4.370 4.132
C 5.164 -3.091 3.960
C 4.019 -2.862 3.202
C 3.419 -1.491 3.111
C 0.593 -5.408 3.900
C 0.914 -4.182 4.704
C 0.098 -6.531 4.557
H -0.761 -9.775 3.930
H -1.713 -8.729 4.988
H -0.068 -9.176 5.446
H -0.125 -8.670 1.970
H 0.762 -7.822 0.040
H 1.842 -6.415 0.127
H 0.137 -6.189 -0.240
H 4.385 -3.174 -1.914
H 5.161 -3.284 -4.277
H 4.231 -1.703 -5.943
H 2.557 -0.021 -5.239
H 1.813 0.078 -2.882
H 3.420 -6.074 2.285
H 5.410 -6.455 3.684
H 6.547 -4.526 4.755
H 5.649 -2.255 4.450
H 4.043 -0.744 3.602
H 2.431 -1.486 3.581
H 3.274 -1.208 2.071
H 0.599 -3.272 4.197
H 1.994 -4.111 4.853
H 0.438 -4.215 5.685
H -0.073 -6.486 5.628

***

[5]
Formula: C5H7N
Source: the Open Molecules 2025 dataset
Level of theory: the ωB97M-V functional and the def2-TZVPD basis

Calculated values
* HOMO-LUMO gap: 8.403 eV
* spin multiplicity: 1
* total energy: -249.29210 Eh

Element x y z (Å)
C -1.901 1.269 -0.010
C -2.569 0.279 0.020
C -0.331 -1.908 -0.011
C 0.759 0.270 0.076
C 2.089 0.900 0.005
N 0.404 -0.877 0.016
H -1.316 2.137 -0.067
H -3.170 -0.581 0.067
H -0.522 -2.450 0.897
H -0.692 -2.286 -0.950
H 2.903 0.179 -0.109
H 2.250 1.483 0.909
H 2.097 1.585 -0.842

***

[6]
Formula: C4H7NO
Source: the Open Molecules 2025 dataset
Level of theory: the ωB97M-V functional and the def2-TZVPD basis

Calculated values
* SMILES string: C1=CN1.C=CO
* HOMO-LUMO gap: 9.626 eV
* spin multiplicity: 1
* total energy: -286.43396 Eh

Element x y z (Å)
O 0.695 1.580 -0.905
C 1.587 0.853 -0.188
C 1.612 -0.476 -0.110
C -0.850 -0.465 1.041
C -1.599 0.334 0.387
N -1.448 -1.056 -0.196
H 2.273 1.491 0.367
H 2.313 -0.975 0.549
H 0.934 -1.086 -0.706
H -0.272 -0.810 1.879
H -0.108 1.044 -1.014
H -2.192 1.220 0.250
H -2.258 -1.607 0.115

***

[7]
Formula: C5H14NO
Source: the Open Molecules 2025 dataset
Level of theory: the ωB97M-V functional and the def2-TZVPD basis

Calculated values
* HOMO-LUMO gap: 3.595 eV
* spin multiplicity: 1
* total charge: +1
* total energy: -328.20588 Eh

Element x y z (Å)
C -0.037 0.437 1.419
C -0.605 0.673 0.005
C -1.845 -0.328 -0.079
C -1.469 -1.697 -0.133
C -0.211 -2.323 -0.347
N 1.263 2.223 -1.641
H -0.455 -0.516 1.962
H 1.050 0.328 1.288
H -0.541 1.160 2.221
H -1.092 1.677 -0.135
H 0.107 0.346 -0.819
H -1.014 -1.111 2.448
H -2.959 -0.210 0.048
H -2.272 -2.527 -0.229
H 0.733 -2.014 -0.020
H -0.319 -3.385 -0.489
H 0.390 2.730 -1.628
H 1.840 1.541 -1.049
H 3.226 0.113 -0.305
H 1.899 2.529 -2.395
O 2.313 0.354 -0.120

***

[8]
Formula: C33H78O12
Source: the Open Molecules 2025 dataset
Level of theory: the ωB97M-V functional and the def2-TZVPD basis

Calculated values
* SMILES string: C1CCOC1.C1CCOC1.C1CCOC1.C1CCOC1.C1CCOC1.C1CCOC1.CC(C)O.CC(C)O.CC(C)O.O.O.O
* HOMO-LUMO gap: 9.553 eV
* spin multiplicity: 1
* total energy: -2206.75412 Eh

Element x y z (Å)
C 7.476 -0.835 2.839
C 7.137 -1.378 1.450
C 8.398 -2.285 1.175
O 8.494 -2.925 2.388
C 8.093 -2.039 3.502
H 6.560 -0.427 3.267
H 8.200 -0.023 2.780
H 7.000 -0.577 0.723
H 6.198 -1.880 1.681
H 9.232 -1.620 0.953
H 8.281 -3.078 0.437
H 8.862 -1.717 4.204
H 7.353 -2.531 4.134
C 4.261 6.523 4.787
C 2.910 5.882 4.851
C 2.083 6.967 5.538
O 3.092 7.668 6.272
C 4.371 7.292 6.090
H 4.443 7.215 3.966
H 5.045 5.793 4.586
H 2.923 5.033 5.534
H 2.571 5.587 3.858
H 1.242 6.502 6.052
H 1.615 7.543 4.740
H 4.710 6.662 6.912
H 5.033 8.147 5.956
C 2.066 8.442 -2.845
C 2.357 9.546 -1.821
C 3.738 10.022 -2.274
O 3.952 9.492 -3.601
C 2.727 8.921 -4.100
H 0.986 8.384 -2.985
H 2.567 7.518 -2.556
H 2.351 9.263 -0.768
H 1.541 10.264 -1.898
H 4.475 9.596 -1.593
H 3.790 11.108 -2.356
H 2.880 8.145 -4.850
H 2.195 9.726 -4.608
C -5.716 -8.606 6.314
C -5.589 -8.429 4.850
C -4.070 -8.384 4.570
O -3.632 -9.335 5.515
C -4.395 -9.211 6.714
H -6.604 -9.197 6.539
H -5.816 -7.649 6.827
H -6.015 -7.472 4.549
H -6.145 -9.148 4.248
H -3.509 -7.474 4.781
H -3.881 -8.656 3.531
H -3.836 -8.526 7.351
H -4.475 -10.188 7.192
C -4.856 -4.370 -6.933
C -5.678 -3.724 -5.829
C -6.506 -4.864 -5.248
O -6.341 -5.915 -6.212
C -5.764 -5.480 -7.444
H -3.958 -4.690 -6.404
H -4.648 -3.593 -7.668
H -6.420 -3.085 -6.308
H -5.177 -3.025 -5.160
H -7.548 -4.564 -5.144
H -6.122 -5.169 -4.274
H -6.573 -5.201 -8.118
H -5.222 -6.200 -8.057
C 10.046 4.544 -1.360
C 8.631 4.858 -1.797
C 8.562 4.377 -3.262
O 9.557 3.388 -3.419
C 10.610 3.656 -2.468
H 10.160 4.122 -0.361
H 10.637 5.459 -1.387
H 8.362 5.910 -1.708
H 8.002 4.228 -1.169
H 8.806 5.156 -3.984
H 7.551 4.079 -3.540
H 11.475 4.126 -2.934
H 10.848 2.660 -2.093
O -4.767 -1.852 4.125
H -4.017 -1.503 3.643
H -5.441 -1.178 4.040
O 1.500 -2.407 6.286
H 1.290 -2.241 5.366
H 1.193 -1.626 6.746
O -3.130 4.314 3.839
H -3.570 5.076 3.462
H -3.622 4.123 4.638
C -3.820 -10.459 -2.849
C -2.691 -9.955 -3.741
C -1.937 -8.775 -3.009
O -1.890 -10.992 -4.027
H -3.634 -10.869 -1.856
H -4.509 -11.117 -3.379
H -4.460 -9.611 -2.604
H -3.105 -9.660 -4.706
H -1.255 -9.114 -2.229
H -2.615 -8.048 -2.561
H -1.487 -8.161 -3.789
H -1.415 -10.650 -4.788
C -9.116 5.109 -2.922
C -9.278 3.832 -2.125
C -8.085 2.978 -2.423
O -9.193 4.145 -0.768
H -8.192 5.630 -2.672
H -9.734 5.924 -2.545
H -9.128 5.004 -4.007
H -10.095 3.163 -2.396
H -8.310 1.980 -2.047
H -7.197 3.328 -1.898
H -7.861 2.858 -3.483
H -10.059 4.489 -0.536
C -1.437 -1.329 -0.212
C -0.313 -0.631 0.553
C 0.323 0.558 -0.205
O -0.749 -0.200 1.813
H -1.126 -1.595 -1.223
H -2.344 -0.729 -0.139
H -1.643 -2.225 0.372
H 0.459 -1.390 0.684
H -0.224 1.492 -0.078
H 0.250 0.511 -1.292
H 1.374 0.715 0.038
H -0.898 0.748 1.782

***

[9]
Formula: C5H15OPSi
Source: the Open Molecules 2025 dataset
Level of theory: the ωB97M-V functional and the def2-TZVPD basis

Calculated values
* HOMO-LUMO gap: 8.612 eV
* spin multiplicity: 1
* total energy: -905.53483 Eh

Element x y z (Å)
C 0.030 2.680 0.719
C 1.919 0.261 -0.076
C -0.307 1.079 -2.124
C -0.488 -2.634 -1.044
C -0.552 -1.351 2.130
O -2.610 -0.346 0.523
Si 0.220 0.999 -0.317
P -1.149 -0.670 0.490
H -0.859 2.713 1.458
H 0.984 2.787 1.230
H -0.140 3.651 0.283
H 2.017 -0.677 -0.517
H 2.748 0.864 -0.509
H 2.098 0.105 1.015
H 0.086 0.108 -2.578
H -1.320 1.263 -2.114
H 0.121 1.976 -2.668
H -0.477 -2.142 -1.929
H 0.453 -2.644 -0.522
H -1.142 -3.456 -0.745
H -0.724 -0.497 2.731
H -1.329 -2.187 2.405
H 0.420 -1.881 2.159

***

[10]
Formula: C2H5NO4
Source: the Open Molecules 2025 dataset
Level of theory: the ωB97M-V functional and the def2-TZVPD basis

Calculated values
* SMILES string: O=CNC(=O)O.O
* HOMO-LUMO gap: 10.880 eV
* spin multiplicity: 1
* total energy: -434.92149 Eh

Element x y z (Å)
O 0.323 1.137 2.333
C 0.868 1.010 1.220
N 0.410 0.130 0.176
C 0.187 0.684 -1.056
O 0.219 2.059 -1.089
O -0.379 -0.004 -1.832
H 1.440 1.902 0.956
H -0.038 -0.728 0.295
H -0.063 2.228 -1.943
H -1.733 -2.556 0.298
H -0.425 -3.163 0.693
O -0.808 -2.700 -0.051

***

Which formula does entry 6 have? C4H7NO

***

Which formula does entry 4 have? C49H54FMoN6O7SSiTe

***

total energy of number 7 (C5H14NO)? -328.20588 Eh

***

The highest total energy belongs to which entry? C5H7N